Entry 1:
{
  "formula": "C23H44BBr2ClF3INO7PS",
  "method": "the ωB97M-V functional and the def2-TZVPD basis",
  "elements": ["I", "Br", "Br", "Cl", "S", "P", "F", "F", "F", "O", "O", "O", "O", "O", "O", "O", "N", "C", "C", "C", "C", "C", "C", "C", "C", "C", "C", "C", "C", "C", "C", "C", "C", "C", "C", "C", "C", "C", "C", "C", "B", "H", "H", "H", "H", "H", "H", "H", "H", "H", "H", "H", "H", "H", "H", "H", "H", "H", "H", "H", "H", "H", "H", "H", "H", "H", "H", "H", "H", "H", "H", "H", "H", "H", "H", "H", "H", "H", "H", "H", "H", "H", "H", "H", "H"],
  "coordinates": [[-3.76, -4.14, -0.68], [6.08, 2.54, 3.01], [3.84, 6.17, 1.33], [3.96, -1.77, 1.17], [-1.23, 1.48, 3.07], [3.38, 0.22, 1.24], [4.18, 4.20, 3.97], [5.06, 3.88, 0.60], [5.89, 5.18, 3.12], [4.55, 0.87, 0.32], [0.78, -2.35, 4.47], [0.83, 1.86, 1.58], [-1.40, -2.19, 3.51], [-0.45, 1.03, 4.20], [-2.60, 1.05, 2.98], [-4.58, -0.59, -1.52], [0.76, -0.45, -0.18], [2.34, -2.04, -1.55], [-0.11, -0.40, 1.15], [1.24, -1.84, -0.50], [4.26, 4.29, 1.62], [-0.36, 1.10, 1.49], [-6.84, -1.06, -0.91], [5.05, 4.17, 2.95], [1.97, -2.30, -3.02], [2.47, 3.06, 0.30], [-1.51, -0.94, 0.88], [-5.86, -0.40, -1.90], [-1.20, 3.24, 3.05], [1.42, 1.94, 0.29], [1.97, -1.08, -3.95], [-1.66, -2.42, 0.52], [-0.98, -0.83, -2.21], [0.61, -0.98, 2.37], [-3.08, -2.86, 0.86], [2.96, 3.48, 1.69], [1.94, 0.52, -0.04], [-0.04, 0.06, -1.40], [2.16, -1.50, -5.43], [-6.13, -1.00, -3.29], [-0.08, -1.89, 3.47], [1.02, -0.55, -3.91], [0.39, -2.46, -0.78], [4.53, 0.62, -0.61], [-1.00, 1.58, 0.74], [-2.01, -0.30, 0.14], [-0.93, -3.06, 1.03], [1.04, -0.17, 2.96], [-5.92, -2.08, -3.27], [2.21, 4.16, 2.11], [-3.73, -1.98, 0.81], [1.07, -2.90, -3.14], [3.08, 2.65, 2.39], [2.78, -2.93, -3.40], [0.68, 0.51, -2.08], [-3.20, -3.40, 1.79], [-0.33, 3.60, 3.61], [-1.57, -2.61, -0.55], [1.52, -1.54, 2.11], [-1.22, 3.63, 2.03], [-0.65, -1.84, -2.41], [-1.72, -2.38, 4.40], [-6.64, -2.14, -0.86], [-5.48, -0.53, -4.04], [-6.19, 0.68, -1.97], [-0.66, 0.90, -1.09], [-7.17, -0.86, -3.62], [-6.71, -0.63, 0.09], [2.37, -2.57, -5.52], [3.13, -1.29, -1.52], [-7.89, -0.92, -1.20], [3.29, 2.86, -0.38], [2.85, -2.95, -1.21], [-2.12, 3.53, 3.55], [0.93, -1.70, 5.17], [1.56, -2.33, 0.42], [2.96, -0.94, -5.91], [-1.99, -0.88, -1.80], [0.68, 2.24, -0.46], [-2.12, -0.80, 1.77], [1.98, 3.94, -0.13], [2.45, 0.59, -1.01], [1.24, -1.33, -6.00], [2.81, -0.43, -3.69], [-1.11, -0.33, -3.18]],
  "homo_energy_ev": -5.1307,
  "charge": 0,
  "spin_multiplicity": 1,
  "total_energy_ev": -230046.5388,
  "fmax_ev_per_a": 1.2,
  "mol_weight_g_mol": 899.617
}



Entry 2:
{
  "formula": "C23H44Br2N2O18P4S",
  "method": "the ωB97M-V functional and the def2-TZVPD basis",
  "elements": ["Br", "Br", "S", "P", "P", "P", "P", "O", "O", "O", "O", "O", "O", "O", "O", "O", "O", "O", "O", "O", "O", "O", "O", "O", "O", "N", "N", "C", "C", "C", "C", "C", "C", "C", "C", "C", "C", "C", "C", "C", "C", "C", "C", "C", "C", "C", "C", "C", "C", "C", "H", "H", "H", "H", "H", "H", "H", "H", "H", "H", "H", "H", "H", "H", "H", "H", "H", "H", "H", "H", "H", "H", "H", "H", "H", "H", "H", "H", "H", "H", "H", "H", "H", "H", "H", "H", "H", "H", "H", "H", "H", "H", "H", "H"],
  "coordinates": [[-2.50, 0.27, 1.29], [-0.34, -1.12, -0.77], [-6.74, -2.40, 0.83], [2.92, 2.42, -4.74], [-3.32, -1.20, 6.62], [2.19, 2.65, 2.51], [3.29, -4.40, -1.88], [2.47, -4.25, -3.07], [3.66, 3.09, 2.08], [1.32, 3.74, 2.92], [2.46, -4.47, -0.53], [-3.13, -2.25, 7.78], [-1.73, 2.51, -1.03], [3.17, 1.43, -5.94], [1.43, 2.92, -5.00], [4.19, -5.70, -1.82], [3.82, 3.66, -5.10], [-3.55, -2.10, 5.34], [4.35, -3.23, -1.63], [2.41, 1.55, 3.63], [-3.68, 3.31, -0.29], [1.72, 1.80, 1.27], [3.16, 1.87, -3.41], [-1.86, -0.61, 6.34], [-4.35, -0.19, 6.88], [-7.62, -1.44, -0.09], [-5.26, -1.81, 0.55], [3.15, -4.53, 0.72], [-4.40, 0.01, -0.85], [-4.73, 1.04, -1.70], [-4.00, -1.44, 4.15], [-7.09, 0.48, -1.55], [-2.91, 2.63, -1.15], [-2.15, -0.89, -1.26], [-2.54, -1.44, -2.60], [3.85, -1.89, -1.76], [-5.44, -0.81, -0.31], [1.18, 2.50, 0.13], [-3.01, -0.28, -0.44], [0.86, 3.76, -3.99], [-6.09, 1.26, -2.04], [3.62, 4.35, -6.35], [-3.68, 1.97, -2.27], [4.34, 4.00, 2.95], [-1.38, 0.38, 7.25], [2.69, 0.08, -5.80], [4.89, -6.07, -3.02], [-2.10, -3.24, 7.68], [3.32, 0.47, 3.39], [-6.79, -0.58, -0.67], [3.41, -0.50, -5.23], [1.59, 4.47, -3.61], [-1.93, -3.54, 6.65], [2.59, -0.34, -6.80], [-1.17, -2.84, 8.10], [2.50, -5.05, 1.43], [4.18, 3.75, 3.99], [1.72, 0.05, -5.31], [1.26, 1.86, -0.74], [5.40, 3.94, 2.73], [5.72, -6.71, -2.73], [2.87, 5.13, -6.22], [-1.64, 0.14, 8.28], [4.57, 4.80, -6.63], [3.80, -1.62, -2.81], [-4.14, 2.74, -2.89], [0.49, 3.14, -3.17], [-8.11, 0.66, -1.84], [0.03, 4.30, -4.43], [4.09, -5.08, 0.64], [-5.07, -1.30, 4.19], [4.53, -1.22, -1.24], [-2.94, 1.45, -2.87], [-2.41, -4.10, 8.26], [-3.51, -0.48, 4.03], [-3.74, -2.07, 3.30], [4.32, 0.76, 3.69], [2.99, -0.37, 3.99], [0.14, 2.74, 0.31], [-6.35, 2.08, -2.69], [5.27, -5.19, -3.54], [3.34, -3.52, 1.08], [3.31, 3.66, -7.13], [4.21, -6.62, -3.67], [1.74, 3.42, -0.05], [-2.79, -0.64, -3.30], [-1.72, -1.98, -3.05], [-1.80, 1.35, 6.99], [-3.29, 3.18, 0.58], [-0.30, 0.42, 7.15], [3.32, 0.18, 2.34], [2.85, -1.81, -1.32], [4.00, 5.02, 2.76], [-3.41, -2.08, -2.49]],
  "homo_energy_ev": -9.0726,
  "charge": 0,
  "spin_multiplicity": 1,
  "total_energy_ev": -252485.1580,
  "fmax_ev_per_a": 1.0,
  "mol_weight_g_mol": 952.372
}



no.,frontier orbital gap (eV)
1,4.45
2,8.09